ORCA calculation (ωB97M-V/def2-TZVPD) on a structure of composition C66H61Cl2HfN6O2P2S3Te.

Each line ends with the Mulliken charge.
CARTESIAN COORDINATES (ANGSTROEM)
Hf -0.59 -0.03 -0.52  2.47
C 1.23 5.06 1.61  -0.86
N 0.24 4.01 1.43  0.49
C 0.45 2.76 0.96  -0.23
N -0.69 2.05 0.93  1.19
C -1.66 2.91 1.41  -2.15
C -1.09 4.13 1.72  0.48
C -1.67 5.31 2.39  -0.13
C -1.22 5.66 3.66  -0.23
C -1.79 6.73 4.34  -0.82
C -2.80 7.47 3.74  -0.45
C -3.24 7.14 2.47  -0.82
C -2.67 6.07 1.79  -0.02
C -3.11 2.71 1.68  1.10
C -3.52 2.26 2.92  0.08
C -4.86 2.32 3.28  -0.95
C -5.79 2.85 2.39  -0.77
C -5.38 3.29 1.14  -1.60
C -4.04 3.23 0.79  0.20
P 2.16 2.24 0.72  -0.88
C 2.07 0.64 1.57  -1.39
N 1.34 -0.42 1.24  1.11
C 1.81 -1.46 2.06  -0.89
C 2.78 -0.96 2.89  0.46
N 2.94 0.36 2.56  0.67
C 3.86 1.28 3.22  -0.98
C 3.64 -1.63 3.89  -0.43
C 5.00 -1.79 3.63  -0.22
C 5.83 -2.40 4.56  -0.81
C 5.31 -2.86 5.76  -0.41
C 3.96 -2.70 6.03  -0.83
C 3.13 -2.09 5.10  -0.02
C 1.49 -2.91 2.02  0.86
C 2.01 -3.70 1.00  -0.83
C 1.75 -5.07 0.98  -0.88
C 1.01 -5.66 1.99  -0.58
C 0.54 -4.88 3.04  -1.26
C 0.78 -3.52 3.06  0.50
C 2.30 1.59 -0.96  -0.41
N 1.86 0.42 -1.42  0.61
C 2.53 0.20 -2.60  -1.30
C 3.37 1.25 -2.85  0.85
N 3.21 2.13 -1.81  0.63
C 3.85 3.43 -1.67  -0.94
C 4.24 1.49 -4.02  -0.17
C 5.60 1.75 -3.88  -0.17
C 6.39 1.96 -5.00  -0.77
C 5.83 1.91 -6.26  -0.44
C 4.48 1.64 -6.41  -0.85
C 3.68 1.43 -5.30  -0.24
C 2.49 -1.03 -3.42  -0.40
C 3.57 -1.91 -3.36  -0.27
C 3.58 -3.06 -4.13  -1.09
C 2.51 -3.34 -4.98  -0.72
C 1.44 -2.45 -5.06  -0.53
C 1.43 -1.30 -4.28  1.14
H 1.95 5.06 0.80  0.24
H 1.77 4.94 2.56  0.32
H 0.72 6.02 1.63  0.41
H -0.44 5.07 4.14  0.42
H -1.44 6.99 5.33  0.41
H -3.25 8.30 4.27  0.41
H -4.02 7.71 1.99  0.45
H -3.01 5.82 0.79  0.51
H -2.79 1.88 3.63  0.52
H -5.18 1.97 4.25  0.48
H -6.83 2.91 2.67  0.45
H -6.10 3.70 0.44  0.53
H -3.72 3.59 -0.18  1.21
H 3.99 0.97 4.26  0.37
H 3.46 2.29 3.20  0.33
H 4.84 1.28 2.74  0.31
H 5.41 -1.45 2.68  0.45
H 6.89 -2.53 4.34  0.41
H 5.95 -3.34 6.49  0.42
H 3.54 -3.06 6.97  0.43
H 2.07 -1.95 5.32  0.43
H 2.62 -3.25 0.24  0.63
H 2.14 -5.67 0.16  0.46
H 0.81 -6.72 1.96  0.44
H -0.02 -5.34 3.84  0.46
H 0.40 -2.91 3.87  0.68
H 4.30 3.71 -2.61  0.51
H 4.62 3.41 -0.90  0.29
H 3.10 4.18 -1.41  0.21
H 6.04 1.77 -2.89  0.44
H 7.45 2.16 -4.88  0.41
H 6.45 2.08 -7.14  0.41
H 4.04 1.60 -7.40  0.43
H 2.62 1.22 -5.41  0.51
H 4.40 -1.69 -2.70  0.53
H 4.42 -3.75 -4.07  0.44
H 2.52 -4.24 -5.58  0.45
H 0.60 -2.67 -5.71  0.20
H 0.60 -0.61 -4.33  0.32
Cl -1.28 -1.23 1.97  0.63
C -2.97 -1.47 2.24  -0.37
C -3.36 -2.17 3.37  -0.56
C -4.71 -2.33 3.61  -0.80
C -5.63 -1.81 2.72  -0.82
C -5.21 -1.12 1.59  0.41
Cl -6.43 -0.49 0.54  -0.19
C -3.85 -0.93 1.31  -0.84
S -3.29 -0.11 -0.12  0.55
H -2.61 -2.57 4.04  0.49
H -5.04 -2.88 4.48  0.41
H -6.69 -1.92 2.90  0.50
Te -0.51 1.98 -2.51  0.06
C -2.39 2.85 -2.99  0.67
C -3.61 2.25 -2.69  0.81
C -4.80 2.86 -3.07  -0.75
C -4.77 4.07 -3.75  -0.75
C -3.56 4.67 -4.06  -0.73
C -2.37 4.06 -3.68  -0.63
H -3.64 1.31 -2.16  -0.39
H -5.74 2.39 -2.83  0.51
H -5.70 4.54 -4.05  0.39
H -3.53 5.61 -4.59  0.41
H -1.42 4.53 -3.92  0.41
C -4.99 -3.44 -1.61  -1.30
C -5.04 -2.72 -2.94  0.58
C -5.85 -1.44 -2.93  -0.79
O -3.71 -2.44 -3.45  0.18
P -2.46 -1.62 -2.82  -1.72
S -1.58 -3.19 -1.63  -0.30
S 0.23 -2.25 -1.34  -0.54
O -1.51 -1.72 -4.13  0.91
C -1.87 -1.30 -5.47  0.72
C -2.42 -2.47 -6.27  -1.65
C -2.79 -0.10 -5.50  -0.92
H -6.00 -3.75 -1.32  0.51
H -4.59 -2.78 -0.84  0.15
H -4.35 -4.32 -1.67  0.35
H -5.45 -3.40 -3.69  0.22
H -5.38 -0.71 -2.26  -0.20
H -6.86 -1.62 -2.59  0.50
H -5.89 -1.01 -3.94  0.29
H -0.91 -1.01 -5.91  0.45
H -3.42 -2.74 -5.93  0.26
H -1.78 -3.35 -6.16  0.33
H -2.47 -2.19 -7.32  0.48
H -3.73 -0.31 -4.98  -0.07
H -3.04 0.15 -6.54  0.54
H -2.33 0.78 -5.04  0.14

As for the HOMO energy: -9.1517 eV. The total charge is +1. As for the strongest force on any atom: 0.030 hartree/bohr. The value obtained for the HOMO-LUMO gap is 0.2511 hartree. The total energy is -167197.829 eV. The spin multiplicity is 1. Its lowest unoccupied orbital energy is -2.3176 eV.

=====

ORCA calculation (ωB97M-V/def2-TZVPD) on the molecule H9PSi4.

Each line ends with the Mulliken charge.
CARTESIAN COORDINATES (ANGSTROEM)
Si 0.29 -1.19 2.11  0.30
Si -0.83 -1.84 0.06  0.33
Si 0.36 0.94 1.23  0.26
Si 0.04 2.00 -2.43  -0.11
P -0.22 0.34 -0.93  -0.06
H -0.12 -1.43 3.49  -0.13
H 1.64 -1.61 1.86  -0.07
H 0.29 -2.44 -0.44  -0.10
H -2.04 -2.35 -0.64  -0.12
H -0.63 1.97 1.52  -0.11
H 1.70 1.68 1.20  -0.06
H -1.34 2.73 -2.17  -0.09
H -0.17 1.25 -3.76  -0.10
H 1.03 -0.05 -1.10  0.06

As for the HOMO energy: -6.9925 eV. As for the strongest force on any atom: 0.055 hartree/bohr. The value obtained for the HOMO-LUMO gap is 0.2405 hartree. The total energy is -40940.812 eV. The spin multiplicity is 1. Its lowest unoccupied orbital energy is -0.4491 eV.